# 1
{"formula": "C48H55Br5N7O3P2SSm", "method": "ωB97M-V/def2-TZVPD", "e_lumo_ha": [0.127, 0.127], "homo_lumo_gap_ev": [4.9, 4.9], "total_charge": -2, "spin_multiplicity": 6, "homo_ev": [-1.47, -1.48], "species": ["Sm", "N", "C", "S", "N", "N", "C", "C", "C", "C", "C", "C", "N", "H", "H", "H", "H", "H", "H", "H", "Br", "C", "C", "Br", "C", "Br", "C", "O", "C", "O", "C", "Br", "O", "H", "H", "N", "P", "C", "C", "C", "C", "C", "C", "C", "C", "C", "C", "C", "C", "C", "C", "C", "C", "C", "C", "H", "H", "H", "H", "H", "H", "H", "H", "H", "H", "H", "H", "H", "H", "H", "Br", "C", "C", "C", "C", "C", "N", "H", "H", "H", "H", "C", "C", "C", "C", "P", "N", "C", "C", "C", "C", "C", "C", "C", "C", "H", "H", "H", "H", "H", "H", "H", "H", "H", "H", "H", "H", "H", "H", "H", "H", "H", "H", "H", "H", "H", "H", "H", "H", "H", "H", "H"], "positions_angstrom": [[12.021872, 11.735758, 13.637166], [13.357363, 6.980678, 14.807199], [12.968078, 8.278538, 14.651546], [14.133429, 9.481920, 14.369055], [11.661570, 8.509479, 14.908898], [11.251074, 9.760200, 15.093853], [10.043704, 9.927118, 15.698738], [9.402219, 11.215537, 15.671831], [8.067049, 11.208494, 16.206495], [7.320182, 12.369541, 16.245249], [7.928274, 13.516931, 15.818289], [9.215168, 13.466729, 15.390147], [9.977886, 12.343305, 15.243241], [14.208940, 6.719469, 14.377997], [12.612142, 6.269558, 14.802790], [9.529360, 9.064530, 16.179975], [7.633551, 10.266788, 16.239516], [6.323959, 12.438579, 16.620747], [7.342624, 14.415880, 15.877791], [9.782734, 14.333890, 14.890017], [6.794548, 14.499287, 9.120342], [7.602397, 13.607254, 10.651044], [7.087725, 12.324626, 10.940734], [5.299877, 11.790625, 10.629777], [7.859885, 11.418942, 11.565665], [7.484098, 9.608195, 11.786764], [9.222669, 11.703380, 11.948969], [10.022144, 10.824938, 12.479549], [9.665223, 13.120309, 11.850122], [10.739631, 13.472365, 12.476420], [8.791936, 14.011480, 11.221614], [9.466926, 15.747138, 10.783549], [14.026044, 13.137098, 10.298752], [13.523020, 12.406800, 10.642976], [14.325735, 12.862661, 9.385610], [13.056821, 10.853305, 11.779847], [13.317325, 9.614634, 10.925630], [12.481372, 9.834597, 9.231608], [12.687834, 8.934766, 8.128130], [11.770573, 8.853521, 7.078690], [10.672705, 9.751868, 7.043597], [10.507669, 10.622526, 8.118310], [11.363028, 10.635840, 9.169760], [15.066606, 9.291959, 10.589630], [15.495406, 9.921795, 9.445239], [16.923068, 10.109494, 9.227611], [17.871757, 9.548936, 10.145595], [17.373741, 8.911685, 11.254652], [16.019289, 8.739394, 11.486101], [12.584625, 8.073994, 11.394839], [13.196126, 6.809180, 11.160488], [12.466686, 5.640114, 11.346036], [11.248792, 5.610872, 11.992563], [10.690155, 6.888487, 12.123981], [11.296627, 8.097793, 11.831210], [13.569865, 8.319916, 8.234569], [12.006830, 8.158342, 6.219557], [9.879117, 9.455803, 6.362840], [9.718047, 11.392541, 8.160382], [11.100129, 11.502738, 9.818357], [14.835834, 10.339511, 8.719472], [17.295213, 10.752769, 8.399025], [18.981620, 9.666901, 10.066603], [18.016209, 8.436041, 12.035058], [15.639650, 8.075989, 12.284896], [14.247136, 6.780990, 10.963270], [13.042485, 4.716764, 11.205988], [10.634885, 4.776997, 12.357807], [9.627347, 7.107468, 12.453953], [10.842803, 9.092338, 11.819686], [15.593139, 20.279880, 10.420676], [15.445189, 18.618310, 9.466000], [16.479701, 18.406917, 8.520003], [16.615065, 17.176306, 7.985589], [15.658060, 16.180909, 8.241789], [14.738488, 16.447656, 9.220956], [14.661654, 17.688407, 9.858959], [17.023052, 19.204721, 8.133225], [17.504033, 17.066049, 7.352355], [15.702869, 15.250837, 7.777237], [14.073877, 15.688064, 9.614152], [16.986716, 15.202594, 15.046109], [15.907604, 14.363482, 14.426696], [15.777257, 14.664808, 12.946058], [16.412911, 12.874850, 14.449617], [14.127944, 14.458945, 15.134553], [13.349765, 13.304216, 14.422551], [14.270878, 14.208717, 17.014153], [15.165985, 13.004649, 17.381272], [14.774493, 15.457244, 17.783147], [12.871538, 13.876879, 17.395669], [13.407762, 16.149772, 14.689128], [12.137064, 16.413874, 15.537207], [13.032428, 16.125561, 13.225284], [14.350437, 17.348852, 14.883409], [17.751360, 15.539848, 14.277014], [17.626274, 14.684113, 15.761824], [16.537471, 16.115010, 15.562987], [16.602963, 14.024142, 12.476131], [15.806111, 15.739778, 12.683283], [14.846430, 14.258484, 12.438918], [17.353228, 12.666055, 13.905620], [15.611202, 12.280989, 13.996761], [16.685811, 12.458951, 15.432914], [16.214077, 13.350164, 17.407899], [15.050532, 12.103126, 16.728330], [14.926167, 12.579140, 18.345386], [15.836588, 15.674501, 17.628196], [14.637299, 15.214374, 18.835755], [14.056276, 16.320587, 17.617095], [12.659313, 13.893154, 18.432377], [12.766408, 12.801047, 17.027970], [11.994902, 14.403899, 16.878765], [11.383386, 15.603605, 15.322784], [11.743471, 17.386519, 15.306075], [12.428901, 16.470681, 16.609057], [12.824128, 15.192292, 12.767084], [13.808288, 16.659734, 12.620346], [12.237285, 16.819283, 13.053438], [14.598839, 17.542627, 15.915732], [13.871858, 18.224161, 14.416406], [15.292440, 17.282447, 14.312270]], "atomic_forces_ev_per_a": [[0.11, 0.20, -1.22], [-1.56, -0.76, 0.01], [-0.29, 1.80, 0.85], [0.00, -0.32, 0.27], [-0.18, -1.18, 0.99], [-2.56, 0.25, 0.88], [3.33, -1.31, -1.60], [-1.51, 0.18, 1.26], [0.93, 1.42, -1.41], [0.82, -1.24, 0.27], [-0.34, 0.94, 0.55], [3.16, 0.85, -2.72], [-1.18, 0.13, 0.97], [0.70, -0.09, -0.39], [0.50, 0.74, -0.08], [0.40, 0.59, -0.66], [-0.87, -1.60, 0.83], [-0.63, -0.38, 0.05], [0.28, 0.52, -0.25], [-1.33, -1.02, 1.06], [0.19, -0.04, 0.82], [-1.87, -1.01, -0.58], [-0.81, 1.76, -0.93], [-0.39, 0.35, -0.51], [3.71, -0.83, 1.17], [-0.64, -0.80, 0.21], [-0.26, 0.67, 0.20], [-0.72, 1.16, -0.23], [-0.44, -1.04, 1.29], [0.35, -0.41, -0.19], [0.84, 0.24, -1.08], [0.07, -0.10, 0.34], [1.41, 1.23, -2.50], [-0.67, -1.43, 0.88], [-0.64, 0.29, 1.69], [0.05, 0.05, -0.33], [-0.65, 1.99, -0.22], [0.42, -2.03, -0.52], [-0.56, 1.02, 1.36], [0.80, 0.32, -0.60], [0.29, -1.89, 0.70], [-1.39, 0.31, -1.93], [0.41, 2.25, 1.15], [0.31, -0.38, -0.05], [4.02, 0.62, -0.19], [-0.11, -0.45, 0.71], [-0.41, 1.46, -1.26], [-0.07, -1.65, 1.79], [-1.21, -0.27, -0.69], [1.56, -2.21, -0.65], [-1.24, 1.15, 0.53], [2.08, -1.45, 0.84], [-1.34, 2.00, -0.26], [-2.94, 0.90, 1.01], [0.08, 0.03, -0.68], [-0.02, -0.40, -0.48], [-0.61, 0.74, 1.07], [0.04, 0.87, -0.31], [0.12, -0.76, -0.31], [0.86, -1.25, 0.51], [-0.46, 0.27, -0.19], [-0.43, -0.75, 0.51], [-1.20, 0.06, -0.28], [-0.17, 0.56, -0.92], [0.46, 0.92, -0.17], [0.34, -0.25, -0.64], [-0.36, 0.10, -0.09], [0.73, 0.02, -0.58], [1.18, -1.10, -0.06], [-0.63, -0.52, 0.62], [-0.49, -0.01, -0.02], [1.67, -0.35, -0.55], [-1.70, 0.18, 0.82], [0.33, -0.56, -1.01], [0.62, 1.48, 1.10], [-0.32, 1.44, 0.87], [-0.64, -1.62, -0.20], [1.23, 1.26, -0.08], [-0.64, -0.47, -0.10], [0.07, -1.49, -0.56], [-0.17, 0.02, -0.11], [0.81, 2.27, 0.36], [0.28, -1.21, 0.17], [-0.16, -1.02, -2.05], [-0.40, -0.48, 0.42], [0.49, -2.26, -1.40], [0.30, 1.14, 1.30], [0.75, 1.10, -0.40], [0.39, -0.25, -0.85], [-1.33, 0.13, 0.01], [-2.54, -1.95, -2.03], [0.42, 0.30, 0.83], [0.49, -1.20, 0.39], [1.27, 1.64, -1.10], [0.29, 0.22, -0.88], [-1.00, -0.09, 0.58], [-0.39, -0.22, 0.35], [0.99, -0.96, -0.70], [-0.80, 1.52, 0.08], [0.41, -0.52, 0.14], [0.98, 0.30, 0.96], [-0.38, 0.80, -0.39], [0.23, -0.23, 0.16], [-0.63, 0.39, -0.13], [-0.26, -0.45, -0.10], [0.07, 1.05, 0.02], [-0.26, 0.39, 0.73], [-0.36, 0.28, -0.21], [0.19, -0.01, 0.36], [1.33, -0.75, 0.02], [0.11, 0.06, 1.40], [-0.35, 1.22, 0.60], [1.60, -0.57, 0.70], [0.68, 0.97, 0.44], [-0.36, 0.47, -0.49], [-0.58, -0.29, -0.60], [-0.42, -0.93, -0.10], [-0.10, -0.83, 0.38], [-1.19, 0.19, 0.11], [0.00, 0.22, 0.36], [-0.14, -0.01, 0.46], [-0.33, -0.37, 0.26]]}

---

# 2
{"formula": "C48H55N4OP2RuS2Se", "method": "ωB97M-V/def2-TZVPD", "e_lumo_ha": [-0.164, -0.255], "homo_lumo_gap_ev": [7.7, 5.3], "total_charge": 2, "spin_multiplicity": 6, "homo_ev": [-12.17, -12.20], "species": ["Ru", "O", "N", "C", "C", "C", "C", "C", "S", "H", "H", "H", "H", "C", "S", "C", "C", "C", "N", "P", "C", "C", "C", "C", "C", "C", "C", "C", "C", "C", "C", "C", "P", "C", "C", "C", "C", "C", "C", "C", "C", "C", "C", "C", "C", "H", "H", "H", "H", "H", "H", "H", "H", "H", "H", "H", "H", "H", "H", "H", "H", "H", "H", "H", "H", "H", "H", "H", "H", "H", "H", "H", "H", "H", "C", "C", "C", "C", "N", "C", "Se", "N", "C", "C", "C", "C", "C", "C", "C", "C", "C", "C", "H", "H", "H", "H", "H", "H", "H", "H", "H", "H", "H", "H", "H", "H", "H", "H", "H", "H", "H", "H", "H", "H"], "positions_angstrom": [[-0.391300, -0.735812, -0.268054], [0.248801, 0.852392, 1.179153], [-0.478339, 1.962095, 1.248107], [-0.156722, 2.857767, 2.206162], [-0.841131, 4.035430, 2.340029], [-1.874437, 4.327262, 1.451040], [-2.186395, 3.409858, 0.473256], [-1.486302, 2.205381, 0.377164], [-1.901413, 1.050239, -0.844156], [0.664980, 2.564568, 2.841921], [-0.565246, 4.716664, 3.130973], [-2.415420, 5.259639, 1.529631], [-2.970469, 3.589979, -0.248077], [5.591116, -3.427880, -5.629200], [4.864352, -4.218895, -4.174566], [5.574177, -3.208788, -2.826513], [4.517772, -2.688304, -1.849807], [3.509778, -1.738557, -2.504945], [2.375844, -1.382034, -1.640403], [2.310607, -0.131627, -0.445718], [4.046587, 0.129877, 0.028936], [4.466132, -0.292919, 1.289260], [5.796459, -0.168930, 1.660265], [6.712129, 0.377096, 0.773122], [6.292676, 0.820279, -0.475676], [4.963322, 0.711934, -0.847249], [1.949805, 1.361435, -1.432971], [2.358122, 2.608206, -0.955909], [1.978228, 3.764913, -1.618008], [1.172546, 3.686074, -2.746155], [0.758972, 2.450675, -3.222813], [1.142163, 1.291432, -2.566501], [0.988013, -2.325270, -1.380653], [0.470433, -3.077640, -2.929864], [-0.665576, -2.527520, -3.533148], [-1.181174, -3.095811, -4.685361], [-0.576546, -4.227939, -5.217171], [0.553821, -4.773179, -4.623253], [1.079862, -4.203715, -3.474929], [1.423285, -3.686526, -0.251946], [0.842882, -4.949693, -0.354267], [1.047075, -5.890218, 0.644499], [1.819959, -5.578394, 1.751865], [2.403087, -4.322946, 1.861319], [2.192803, -3.378593, 0.872438], [5.164313, -3.916837, -6.501362], [6.669718, -3.564406, -5.627689], [5.339618, -2.369037, -5.641171], [6.122872, -2.386567, -3.286799], [6.277695, -3.848592, -2.297640], [5.036449, -2.164350, -1.042110], [3.978301, -3.528604, -1.406451], [3.109623, -2.205770, -3.407900], [4.013127, -0.818946, -2.804927], [3.747355, -0.705825, 1.987755], [6.117929, -0.495335, 2.640152], [7.751870, 0.469088, 1.056559], [7.005077, 1.260116, -1.161047], [4.642067, 1.091527, -1.808744], [2.974192, 2.660896, -0.066287], [2.307775, 4.729269, -1.254147], [0.874508, 4.587717, -3.264714], [0.137515, 2.388841, -4.106423], [0.833100, 0.326492, -2.953036], [-1.137889, -1.657856, -3.082604], [-2.050069, -2.666199, -5.166138], [-0.992977, -4.691192, -6.101962], [1.022630, -5.651628, -5.046451], [1.954495, -4.627241, -3.003121], [0.247333, -5.204829, -1.221190], [0.598886, -6.871480, 0.558534], [1.970035, -6.308225, 2.536100], [3.011058, -4.077282, 2.721958], [2.629447, -2.394874, 0.969518], [-5.067409, -5.662393, 1.087145], [-4.100431, -6.289628, 0.082582], [-2.752276, -5.566490, -0.043506], [-2.707272, -4.433151, -1.071876], [-3.610621, -3.329055, -0.773890], [-3.370594, -2.332075, 0.098284], [-1.834934, -2.197270, 1.180408], [-4.452631, -1.538294, 0.164318], [-4.648720, -0.402663, 1.060126], [-5.551954, -0.761959, 2.246780], [-5.006044, -1.893710, 3.113776], [-5.960066, -2.245177, 4.251918], [-5.428163, -2.038116, -0.683713], [-6.731662, -1.626035, -0.941326], [-7.471248, -2.405147, -1.807311], [-6.923819, -3.535671, -2.428405], [-5.623626, -3.932704, -2.192539], [-4.889784, -3.175870, -1.286446], [-5.980097, -6.255925, 1.136336], [-5.355980, -4.646958, 0.812056], [-4.627081, -5.643092, 2.085488], [-4.578766, -6.358291, -0.898386], [-3.902895, -7.314044, 0.401056], [-1.993119, -6.286899, -0.355444], [-2.450339, -5.176087, 0.931944], [-2.960529, -4.810157, -2.062637], [-1.698017, -4.024956, -1.114621], [-5.089323, 0.408703, 0.479929], [-3.665642, -0.086013, 1.403922], [-6.541289, -1.038948, 1.874124], [-5.663860, 0.138468, 2.854039], [-4.036632, -1.597126, 3.523478], [-4.843378, -2.789464, 2.506031], [-6.127119, -1.384785, 4.900216], [-5.551249, -3.054984, 4.855006], [-6.924251, -2.571864, 3.859724], [-7.149834, -0.740413, -0.483406], [-8.499975, -2.143247, -2.012197], [-7.535498, -4.110154, -3.110115], [-5.208838, -4.800234, -2.686357]], "atomic_forces_ev_per_a": [[-0.46, 1.63, 1.06], [-0.10, -0.49, -0.29], [-0.42, 0.33, -0.09], [0.15, 0.00, 0.18], [0.00, 0.01, -0.04], [0.04, -0.10, -0.03], [0.02, 0.07, 0.10], [0.07, -0.08, -0.03], [0.14, -0.39, -0.22], [-0.01, -0.07, -0.03], [0.03, 0.00, -0.01], [-0.03, -0.01, -0.03], [-0.02, 0.02, 0.02], [-0.02, 0.00, 0.25], [-0.13, 0.02, 0.08], [-0.23, -0.17, -0.16], [-0.04, 0.09, -0.15], [0.19, -0.20, 0.01], [-0.45, -0.12, 0.66], [0.34, 0.08, -1.59], [-0.28, -0.07, 0.48], [-0.03, 0.00, -0.03], [0.05, -0.03, 0.04], [-0.05, -0.03, 0.00], [0.04, 0.01, -0.05], [0.00, 0.03, -0.02], [-0.08, -0.01, 0.24], [-0.13, -0.06, 0.06], [-0.01, 0.03, 0.09], [-0.03, 0.00, -0.09], [-0.01, -0.02, -0.01], [0.20, -0.05, -0.02], [1.53, -0.79, -0.63], [-0.41, 0.28, 0.28], [0.16, -0.06, 0.01], [-0.05, 0.01, -0.01], [-0.02, 0.00, -0.06], [0.04, -0.07, 0.03], [0.04, 0.09, -0.04], [-0.28, 0.14, 0.05], [0.04, 0.05, -0.04], [-0.04, -0.06, -0.02], [0.04, 0.01, 0.07], [-0.02, 0.03, 0.01], [-0.04, -0.05, -0.12], [0.02, 0.02, -0.03], [0.01, 0.03, -0.08], [0.02, 0.01, -0.11], [0.05, 0.02, 0.04], [0.10, 0.17, 0.07], [-0.07, -0.08, 0.08], [0.04, -0.05, 0.02], [0.00, 0.05, -0.03], [-0.09, 0.03, -0.08], [0.02, -0.01, 0.02], [-0.01, 0.00, 0.00], [0.00, 0.01, 0.01], [0.00, 0.01, 0.01], [0.00, 0.00, 0.00], [0.03, 0.09, -0.02], [0.01, -0.01, 0.00], [0.02, 0.01, 0.01], [0.01, 0.01, -0.01], [0.00, 0.00, -0.04], [-0.05, 0.01, -0.10], [-0.01, -0.01, 0.02], [0.03, 0.02, -0.03], [0.00, 0.02, -0.02], [0.09, -0.08, -0.03], [-0.02, -0.04, 0.04], [0.02, -0.01, -0.02], [0.00, -0.03, -0.03], [0.00, -0.01, 0.00], [0.09, 0.01, 0.04], [0.02, -0.12, -0.13], [0.03, 0.12, 0.12], [-0.24, 0.05, -0.13], [0.23, -0.38, 0.22], [0.11, 0.28, 0.04], [-0.30, -0.03, -0.01], [0.00, -0.28, 0.27], [0.24, 0.00, 0.00], [-0.22, 0.06, 0.40], [0.24, -0.19, -0.17], [-0.13, 0.09, 0.08], [0.12, -0.02, -0.11], [0.00, -0.35, -0.16], [-0.01, 0.09, 0.01], [-0.02, 0.08, 0.03], [0.08, -0.04, -0.04], [-0.01, -0.09, -0.05], [-0.22, 0.24, 0.02], [-0.03, 0.05, 0.06], [0.00, 0.04, 0.04], [0.00, 0.04, 0.01], [0.02, -0.07, -0.02], [-0.03, -0.02, -0.05], [0.08, 0.05, 0.01], [0.09, -0.04, 0.00], [-0.03, 0.09, -0.03], [-0.03, 0.05, -0.07], [0.09, -0.02, -0.08], [0.01, 0.01, -0.04], [-0.05, 0.08, 0.05], [-0.09, 0.03, -0.04], [0.04, -0.04, -0.03], [0.06, 0.01, -0.04], [-0.03, -0.01, 0.03], [-0.04, 0.02, 0.05], [-0.02, 0.01, 0.03], [-0.02, -0.03, 0.03], [0.02, 0.05, -0.02], [0.00, 0.00, 0.00], [0.00, -0.02, 0.04]]}

---

Result set for molar mass: 1421.909; 1010.107 Da, one per record in the order listed.
Result set for relative energy (zero: lowest compared OMol25 entry of this formula, charge and spin): 27.69; 9.81 kcal per mole, one per record in the order listed.